Entry 1:
Computed, not measured: an isolated molecule of C12H25N at a distorted geometry, with the ωB97M-V functional and the def2-TZVPD basis.

Values from the calculation:
SMILES string ... CC[C@@H](C)C[C@@H]1CCCN(CC)C1
Total energy ... -14339.736 eV
Lowest unoccupied orbital energy ... 1.05 eV
Energy above the lowest of the compared OMol25 structures with the same formula, charge and spin ... 0.00 kcal per mole
Frontier orbital gap ... 9.06 eV

Cartesian coordinates (Å):
C (-0.622, -0.558, 3.581)
C (0.375, -1.602, 3.138)
C (1.347, -1.100, 2.042)
C (2.400, -2.169, 1.788)
C (0.641, -0.712, 0.697)
C (1.544, -0.073, -0.421)
C (2.447, 1.018, 0.191)
C (1.632, 2.186, 0.681)
C (0.716, 2.784, -0.392)
N (-0.105, 1.747, -1.051)
C (-1.147, 2.233, -1.997)
C (-2.262, 3.029, -1.326)
C (0.632, 0.525, -1.516)
H (-0.102, 0.407, 3.702)
H (-1.407, -0.431, 2.828)
H (-1.080, -0.800, 4.542)
H (-0.143, -2.495, 2.825)
H (1.001, -1.881, 3.987)
H (1.846, -0.220, 2.455)
H (1.942, -3.052, 1.354)
H (2.917, -2.443, 2.764)
H (3.159, -1.776, 1.095)
H (0.209, -1.611, 0.293)
H (-0.190, -0.033, 0.940)
H (2.180, -0.810, -0.886)
H (3.084, 0.613, 0.984)
H (3.153, 1.345, -0.590)
H (2.324, 2.933, 1.073)
H (1.020, 1.842, 1.529)
H (1.304, 3.316, -1.144)
H (0.074, 3.508, 0.070)
H (-1.575, 1.381, -2.513)
H (-0.727, 2.865, -2.763)
H (-1.868, 3.897, -0.808)
H (-2.836, 2.363, -0.661)
H (-2.920, 3.343, -2.129)
H (1.216, 0.802, -2.396)
H (-0.070, -0.263, -1.858)

Atomic forces in eV per Å
C -0.1 0.6 0.0
C 0.6 0.5 -0.2
C -0.4 -0.3 -0.5
C 0.9 0.4 0.9
C 0.6 0.4 0.7
C -0.9 0.7 1.2
C 0.3 -0.4 -1.0
C -0.3 0.0 0.4
C 0.2 -1.2 -0.8
N -0.7 -1.0 0.2
C 0.9 -0.2 1.3
C 0.0 -1.0 -0.1
C -0.3 1.0 0.3
H -0.3 -0.2 0.0
H 0.0 0.1 0.2
H -0.1 -0.1 -0.1
H -0.1 -0.4 -0.3
H 0.0 -0.1 0.1
H -0.1 0.1 0.0
H 0.0 -0.2 0.0
H -0.5 0.2 -1.2
H -0.1 -0.3 0.2
H -0.4 -0.5 -0.2
H 0.3 -0.1 -0.3
H 0.1 -0.5 -0.1
H -0.2 0.0 0.0
H -0.2 0.1 0.1
H -0.2 0.3 0.0
H 0.0 0.2 -0.2
H 0.4 0.2 -0.2
H -0.5 0.4 0.2
H 0.0 -0.3 0.1
H 0.6 0.4 -0.6
H -0.2 0.1 0.1
H 0.3 0.5 0.0
H -0.3 0.3 0.0
H 0.4 -0.1 -0.2
H 0.0 0.6 0.3

***

Entry 2:
Computed, not measured: a cluster of 2 separate species, C7H18NO2 in total at a distorted geometry, with the ωB97M-V functional and the def2-TZVPD basis.

Values from the calculation:
Charge ... +1
Total energy ... -13127.234 eV
Lowest unoccupied orbital energy ... -3.71 eV
Energy above the lowest of the compared OMol25 structures with the same formula, charge and spin ... 50.08 kcal per mole
Frontier orbital gap ... 9.37 eV

Cartesian coordinates (Å):
C (-2.094, 1.423, -0.376)
C (-2.997, -0.859, 0.099)
C (2.123, -0.701, 1.300)
C (1.788, 2.340, -0.787)
C (1.470, -2.057, -0.974)
C (-1.765, -0.041, -0.114)
C (1.645, 0.034, 0.090)
N (-0.772, -0.138, 1.008)
O (1.654, 1.306, 0.186)
O (1.479, -0.641, -1.018)
H (-1.133, 1.935, -0.052)
H (-2.409, 1.738, -1.348)
H (-2.878, 1.717, 0.271)
H (-3.556, -0.635, -0.787)
H (-3.631, -0.573, 1.003)
H (-2.826, -2.005, 0.181)
H (2.877, -0.163, 1.894)
H (1.322, -1.014, 1.909)
H (2.622, -1.682, 1.229)
H (2.810, 2.272, -1.357)
H (1.762, 3.221, -0.166)
H (0.873, 2.268, -1.473)
H (1.293, -2.392, -1.982)
H (0.729, -2.561, -0.353)
H (2.341, -2.412, -0.562)
H (-1.240, -0.454, -0.938)
H (-0.326, 0.733, 1.394)
H (-1.161, -0.660, 1.723)

Atomic forces in eV per Å
C 2.2 0.2 1.0
C -0.7 -1.8 1.6
C 1.6 -0.4 1.0
C -0.1 -0.1 -2.7
C -1.7 -1.0 -0.7
C 0.8 0.8 1.1
C 1.0 -2.2 -0.1
N 1.2 1.6 -1.4
O 0.5 -1.3 0.7
O -0.6 2.6 0.9
H -1.4 0.2 -0.7
H 0.2 -0.2 -0.8
H -0.7 0.5 1.0
H -0.8 -0.4 -0.5
H 1.0 -0.1 -1.1
H -0.1 1.9 -0.3
H -0.7 0.5 -0.3
H -1.2 0.3 0.9
H -0.1 0.4 -1.2
H -2.1 -0.1 1.1
H 0.0 0.4 -0.2
H 1.6 0.4 0.7
H 0.3 0.1 -0.3
H -0.7 1.0 0.2
H 2.5 -0.7 0.3
H 0.4 -0.3 -1.2
H -1.5 -1.0 -0.6
H -0.7 -1.1 1.9

***

Entry 3:
Computed, not measured: a cluster of 2 separate species, C3H11BNO2 in total at a distorted geometry, with the ωB97M-V functional and the def2-TZVPD basis.

Values from the calculation:
Charge ... +1
Total energy ... -9546.163 eV
Lowest unoccupied orbital energy ... -4.33 eV
Energy above the lowest of the compared OMol25 structures with the same formula, charge and spin ... 29.42 kcal per mole
Frontier orbital gap ... 10.60 eV

Cartesian coordinates (Å):
B (0.864, -1.536, 0.935)
C (-1.988, 1.791, 0.145)
C (2.125, -0.612, 0.501)
C (-1.071, 1.654, -1.011)
N (-0.499, 0.598, -1.496)
O (1.071, -2.696, 1.523)
O (-0.307, -1.491, 0.150)
H (-2.268, 0.781, 0.465)
H (-1.512, 2.515, 0.768)
H (-2.876, 2.341, -0.093)
H (1.928, 0.462, 0.531)
H (2.134, -0.700, -0.586)
H (-1.111, 2.578, -1.610)
H (3.042, -1.018, 0.978)
H (-0.159, 0.803, -2.414)
H (-0.584, -0.281, -0.858)
H (1.910, -2.852, 2.101)
H (-0.699, -2.337, -0.028)

Atomic forces in eV per Å
B 1.7 0.4 -2.3
C 0.9 -1.7 -0.7
C -1.6 0.0 0.4
C -1.7 0.8 -1.3
N -1.8 1.7 2.3
O 1.8 -1.8 3.0
O 0.0 1.5 0.2
H 0.2 0.6 1.0
H 0.5 -0.1 1.4
H -0.6 0.2 -0.9
H 0.6 0.1 0.9
H 0.4 -0.7 -0.1
H 0.9 -0.4 -0.1
H -0.5 0.9 -0.5
H 0.9 -1.1 -0.5
H 0.9 0.0 -1.2
H -2.3 0.6 -1.8
H -0.4 -0.8 0.3